Entry 1:
A single C22H34N2O4 molecule, computed with wB97M-V/def2-TZVPD.

- SMILES = CCOc1ccc(CCN2C(=O)CC[C@]2(C)C(=O)N[C@@H](C)CC)cc1OCC
- energy (eV) = -34537.590
- frontier orbital gap (Ha) = 0.32422
- energy relative to the best compared isomer or geometry (same formula, charge and spin) (kcal/mol) = 24.4
- highest occupied orbital energy (eV) = -8.048
- maximum force (Eh/bohr) = 0.0131

Structure (ORCA input):
```
! RIJCOSX wB97M-V def2-TZVPD def2/J DEFGRID3
* xyz 0 1
C -4.024 -1.816 -1.059
C -4.825 -0.678 -0.434
O -4.395 -0.369 0.880
C -3.117 0.046 1.128
C -2.639 -0.276 2.395
C -1.379 0.096 2.815
C -0.538 0.800 1.964
C 0.851 1.139 2.448
C 1.696 2.050 1.555
N 2.254 1.410 0.383
C 2.008 1.866 -0.866
O 1.178 2.706 -1.151
C 2.903 1.121 -1.836
C 3.965 0.498 -0.940
C 3.271 0.371 0.437
C 4.265 0.547 1.580
C 2.684 -1.063 0.495
O 3.397 -2.004 0.783
N 1.404 -1.186 0.112
C 0.746 -2.470 -0.036
C -0.301 -2.676 1.054
C 0.121 -2.562 -1.432
C 1.172 -2.676 -2.529
C -1.015 1.152 0.711
C -2.292 0.805 0.277
O -2.774 1.140 -0.961
C -2.170 2.187 -1.701
C -2.416 3.558 -1.081
H -4.007 -2.674 -0.391
H -4.479 -2.109 -2.001
H -3.002 -1.499 -1.250
H -4.793 0.204 -1.078
H -5.867 -0.982 -0.296
H -3.297 -0.831 3.045
H -1.043 -0.173 3.805
H 1.392 0.204 2.621
H 0.756 1.633 3.420
H 1.098 2.891 1.193
H 2.517 2.456 2.154
H 3.304 1.803 -2.584
H 2.304 0.369 -2.356
H 4.319 -0.469 -1.295
H 4.823 1.165 -0.852
H 5.015 -0.236 1.498
H 3.780 0.444 2.547
H 4.752 1.518 1.522
H 0.830 -0.364 -0.011
H 1.536 -3.222 0.069
H -1.116 -1.965 0.944
H -0.705 -3.683 0.996
H 0.145 -2.541 2.036
H -0.534 -3.434 -1.466
H -0.497 -1.675 -1.598
H 1.868 -1.841 -2.483
H 1.742 -3.594 -2.413
H 0.703 -2.681 -3.510
H -0.402 1.743 0.054
H -1.097 2.021 -1.840
H -2.655 2.125 -2.680
H -1.966 3.616 -0.094
H -1.972 4.322 -1.712
H -3.484 3.743 -0.988
*
```

***

Entry 2:
A molecular structure, C22H34N2O4P2SZr in a non-equilibrium geometry, computed with wB97M-V/def2-TZVPD.

- energy (eV) = -65228.601
- frontier orbital gap (Ha) = 0.23755
- energy relative to the best compared isomer or geometry (same formula, charge and spin) (kcal/mol) = 29.8
- highest occupied orbital energy (eV) = -7.046
- maximum force (Eh/bohr) = 0.0783

Structure (ORCA input):
```
! RIJCOSX wB97M-V def2-TZVPD def2/J DEFGRID3
* xyz 0 1
Zr 0.239 -0.010 -1.091
P 2.660 -0.262 -2.310
P -2.115 0.768 -0.147
N -0.431 0.296 -2.897
H 0.299 -1.783 -0.821
C 3.323 -1.965 -2.432
H 4.307 -1.971 -2.921
H 2.621 -2.577 -3.010
H 3.406 -2.412 -1.435
C 4.070 0.654 -1.589
H 5.003 0.417 -2.116
H 4.188 0.427 -0.524
H 3.866 1.728 -1.670
C 2.706 0.317 -4.041
H 3.711 0.206 -4.471
H 2.406 1.372 -4.069
H 1.976 -0.243 -4.636
C -3.093 -0.614 0.519
H -4.033 -0.258 0.958
H -2.516 -1.161 1.274
H -3.292 -1.305 -0.309
C -2.027 2.040 1.162
H -2.965 2.123 1.728
H -1.788 2.991 0.670
H -1.203 1.818 1.861
C -3.235 1.563 -1.339
H -4.206 1.812 -0.893
H -3.373 0.897 -2.197
H -2.758 2.478 -1.707
C -0.938 0.435 -4.119
C -1.874 -0.538 -6.163
C -1.355 -0.702 -4.884
C -1.084 1.729 -4.713
C -1.609 1.860 -5.994
C -2.006 0.736 -6.729
H -2.181 -1.412 -6.727
H -1.245 -1.684 -4.426
H -0.767 2.589 -4.126
H -1.711 2.847 -6.428
H -2.423 0.854 -7.737
C 2.237 -0.075 1.378
O 1.547 0.584 0.531
C 2.567 -1.515 1.222
H 2.642 -1.950 2.230
H 3.548 -1.666 0.730
H 1.785 -2.059 0.671
C 2.758 0.557 2.611
H 2.387 -0.011 3.477
H 2.363 1.565 2.731
H 3.859 0.515 2.600
O -0.826 2.502 4.883
S 0.079 1.380 4.740
O 1.341 1.435 5.430
N 0.127 0.772 3.224
C -0.517 -0.430 3.065
O -0.457 -1.139 2.027
C -1.268 -0.777 4.297
C -1.911 -2.000 4.569
C -2.173 -2.347 5.895
C -1.689 -1.543 6.937
C -0.985 -0.361 6.671
C -0.783 -0.010 5.339
H -2.125 -2.640 3.704
H -2.691 -3.280 6.115
H -1.785 -1.850 7.976
H -0.586 0.282 7.450
*
```

***

Entry 3:
A single C22H34N2O5 molecule, computed with wB97M-V/def2-TZVPD.

- SMILES = CCc1ccccc1OCCC(=O)N(C)C[C@H](C)NC(=O)COC[C@@H]1CCOC1
- energy (eV) = -36583.661
- frontier orbital gap (Ha) = 0.33784
- energy relative to the best compared isomer or geometry (same formula, charge and spin) (kcal/mol) = 5.8
- highest occupied orbital energy (eV) = -8.565
- maximum force (Eh/bohr) = 0.0018

Structure (ORCA input):
```
! RIJCOSX wB97M-V def2-TZVPD def2/J DEFGRID3
* xyz 0 1
C -4.828 -1.567 -0.664
C -5.213 -2.939 -0.105
C -4.218 -4.005 -0.479
C -4.442 -4.867 -1.540
C -3.514 -5.834 -1.912
C -2.334 -5.944 -1.202
C -2.076 -5.097 -0.127
C -3.011 -4.134 0.226
O -2.841 -3.261 1.265
C -1.649 -3.363 2.028
C -1.696 -2.283 3.113
C -0.426 -1.452 3.167
O 0.353 -1.580 4.101
N -0.187 -0.587 2.145
C -1.028 -0.413 0.970
C 1.035 0.200 2.157
C 2.176 -0.477 1.375
C 2.975 -1.442 2.236
N 3.072 0.523 0.809
C 2.718 1.249 -0.280
O 1.627 1.144 -0.808
C 3.811 2.193 -0.793
O 3.368 3.084 -1.767
C 2.543 4.119 -1.247
C 2.115 5.015 -2.396
C 3.305 5.717 -3.059
C 3.503 6.968 -2.195
O 2.314 7.130 -1.415
C 1.331 6.212 -1.878
H -5.555 -0.807 -0.375
H -3.850 -1.260 -0.293
H -4.778 -1.594 -1.753
H -5.296 -2.879 0.981
H -6.193 -3.228 -0.490
H -5.374 -4.776 -2.088
H -3.718 -6.493 -2.745
H -1.600 -6.692 -1.472
H -1.151 -5.201 0.420
H -1.573 -4.360 2.469
H -0.782 -3.221 1.372
H -2.569 -1.657 2.926
H -1.805 -2.725 4.100
H -1.920 -1.028 1.031
H -1.326 0.634 0.883
H -0.483 -0.671 0.061
H 0.813 1.159 1.690
H 1.333 0.359 3.192
H 1.725 -1.015 0.536
H 2.315 -2.175 2.695
H 3.734 -1.955 1.644
H 3.467 -0.902 3.049
H 3.991 0.632 1.203
H 4.256 2.721 0.062
H 4.591 1.580 -1.248
H 1.664 3.685 -0.764
H 3.106 4.696 -0.502
H 1.542 4.421 -3.109
H 4.187 5.079 -3.088
H 3.052 5.993 -4.083
H 4.343 6.872 -1.505
H 3.668 7.863 -2.801
H 0.735 6.658 -2.683
H 0.673 5.980 -1.040
*
```

***

Entry 4:
A single C22H34N4O molecule in a non-equilibrium geometry, computed with wB97M-V/def2-TZVPD.

- SMILES = CC(C)CCc1noc(CN(C)CC2CCN(Cc3ccccc3)CC2)n1
- energy (eV) = -31373.210
- frontier orbital gap (Ha) = 0.34890
- energy relative to the best compared isomer or geometry (same formula, charge and spin) (kcal/mol) = 11.5
- highest occupied orbital energy (eV) = -8.638
- maximum force (Eh/bohr) = 0.0234

Structure (ORCA input):
```
! RIJCOSX wB97M-V def2-TZVPD def2/J DEFGRID3
* xyz 0 1
C 3.670 6.890 0.145
C 2.805 5.874 -0.596
C 1.427 6.470 -0.879
C 2.648 4.575 0.199
C 3.961 3.800 0.362
C 3.696 2.483 0.982
N 4.151 2.114 2.145
O 3.653 0.859 2.345
C 2.922 0.560 1.264
C 2.125 -0.699 1.210
N 0.791 -0.512 1.753
C 0.791 -0.273 3.180
C -0.035 0.421 0.992
C -1.234 -0.283 0.340
C -2.150 -0.932 1.375
C -3.318 -1.631 0.686
N -2.825 -2.648 -0.220
C -3.893 -3.456 -0.780
C -3.349 -4.680 -1.467
C -2.330 -5.410 -0.867
C -1.827 -6.544 -1.477
C -2.343 -6.968 -2.692
C -3.359 -6.247 -3.293
C -3.857 -5.107 -2.685
C -2.007 -2.048 -1.257
C -0.791 -1.367 -0.640
N 2.913 1.527 0.397
H 3.249 7.102 1.125
H 3.720 7.821 -0.414
H 4.684 6.522 0.277
H 3.283 5.639 -1.553
H 0.808 5.767 -1.432
H 1.518 7.382 -1.465
H 0.921 6.712 0.053
H 2.241 4.802 1.187
H 1.936 3.926 -0.316
H 4.665 4.338 0.995
H 4.407 3.637 -0.621
H 2.632 -1.472 1.791
H 2.039 -1.015 0.170
H 1.255 0.681 3.471
H -0.237 -0.277 3.536
H 1.330 -1.080 3.675
H 0.562 0.899 0.208
H -0.404 1.216 1.649
H -1.802 0.479 -0.207
H -2.536 -0.183 2.069
H -1.577 -1.671 1.934
H -3.950 -2.115 1.437
H -3.936 -0.880 0.156
H -4.522 -2.879 -1.483
H -4.534 -3.779 0.048
H -1.932 -5.067 0.075
H -1.033 -7.103 -1.005
H -1.953 -7.855 -3.168
H -3.765 -6.571 -4.241
H -4.649 -4.546 -3.162
H -1.684 -2.841 -1.937
H -2.587 -1.310 -1.845
H -0.207 -2.111 -0.099
H -0.174 -0.938 -1.431
*
```

***

Entry 5:
A single C22H34N4O molecule in a non-equilibrium geometry, computed with wB97M-V/def2-TZVPD.

- SMILES = CC(C)CCc1noc(CN(C)CC2CCN(Cc3ccccc3)CC2)n1
- energy (eV) = -31372.962
- frontier orbital gap (Ha) = 0.32676
- energy relative to the best compared isomer or geometry (same formula, charge and spin) (kcal/mol) = 17.2
- highest occupied orbital energy (eV) = -8.071
- maximum force (Eh/bohr) = 0.0236

Structure (ORCA input):
```
! RIJCOSX wB97M-V def2-TZVPD def2/J DEFGRID3
* xyz 0 1
C -4.268 -2.880 -1.518
C -3.568 -2.700 -0.173
C -4.487 -3.124 0.970
C -3.038 -1.272 0.014
C -4.122 -0.188 0.027
C -3.489 1.145 0.133
N -3.643 1.956 1.141
O -2.865 3.041 0.851
C -2.291 2.794 -0.333
C -1.258 3.715 -0.885
N 0.043 3.493 -0.272
C 0.117 4.011 1.079
C 0.474 2.106 -0.375
C 2.004 1.960 -0.299
C 2.511 1.062 -1.430
C 4.029 0.861 -1.326
N 4.486 0.355 -0.052
C 4.510 -1.085 0.129
C 3.179 -1.798 0.229
C 2.564 -1.981 1.462
C 1.321 -2.584 1.552
C 0.678 -3.021 0.407
C 1.292 -2.870 -0.825
C 2.536 -2.267 -0.910
C 3.979 1.153 1.042
C 2.458 1.357 1.032
N -2.641 1.642 -0.816
H -4.485 -3.932 -1.689
H -3.638 -2.523 -2.330
H -5.209 -2.337 -1.544
H -2.691 -3.358 -0.163
H -4.005 -2.962 1.932
H -4.731 -4.180 0.883
H -5.416 -2.561 0.950
H -2.484 -1.224 0.956
H -2.337 -1.044 -0.792
H -4.798 -0.314 0.872
H -4.686 -0.223 -0.905
H -1.553 4.752 -0.715
H -1.173 3.528 -1.958
H -0.180 5.059 1.076
H -0.522 3.467 1.789
H 1.147 3.948 1.421
H 0.126 1.734 -1.341
H 0.008 1.476 0.402
H 2.447 2.955 -0.418
H 2.279 1.513 -2.397
H 2.003 0.098 -1.370
H 4.374 0.187 -2.114
H 4.518 1.832 -1.476
H 5.084 -1.274 1.043
H 5.074 -1.496 -0.714
H 3.063 -1.647 2.361
H 0.855 -2.714 2.518
H -0.293 -3.488 0.475
H 0.803 -3.223 -1.721
H 3.014 -2.161 -1.874
H 4.290 0.694 1.983
H 4.463 2.136 0.970
H 1.958 0.397 1.172
H 2.184 2.005 1.866
*
```

***

Entry 6:
A molecular structure, C22H35AsNO2S4SbSiY in a non-equilibrium geometry, computed with wB97M-V/def2-TZVPD.

- energy (eV) = -148612.879
- frontier orbital gap (Ha) = 0.26619
- energy relative to the best compared isomer or geometry (same formula, charge and spin) (kcal/mol) = 7.1
- highest occupied orbital energy (eV) = -4.737
- maximum force (Eh/bohr) = 0.0497

Structure (ORCA input):
```
! RIJCOSX wB97M-V def2-TZVPD def2/J DEFGRID3
* xyz -1 1
Y -0.426 -0.414 -0.734
C 2.625 -2.415 2.435
Si 2.449 -1.244 0.921
C 4.091 -0.263 0.710
C 2.338 -2.441 -0.573
N 1.035 -0.258 0.960
C 0.736 0.536 2.031
C 1.607 0.765 3.113
C 1.248 1.512 4.214
C -0.006 2.090 4.299
C -0.878 1.935 3.235
C -0.515 1.197 2.123
O -1.430 1.035 1.064
C -2.255 2.135 0.832
C -1.710 3.392 0.594
C -2.547 4.464 0.348
C -3.922 4.294 0.350
C -4.460 3.040 0.575
C -3.633 1.958 0.819
H 3.510 -3.036 2.344
H 1.766 -3.076 2.510
H 2.698 -1.874 3.371
H 4.934 -0.934 0.572
H 4.307 0.362 1.572
H 4.043 0.386 -0.164
H 2.615 -3.451 -0.277
H 3.022 -2.139 -1.367
H 1.335 -2.497 -1.004
H 2.597 0.342 3.069
H 1.957 1.645 5.021
H -0.302 2.660 5.167
H -1.856 2.394 3.262
H -0.637 3.513 0.587
H -2.119 5.433 0.143
H -4.571 5.137 0.163
H -5.529 2.890 0.563
H -4.045 0.972 0.965
S -3.151 -0.528 -1.327
As -1.865 -0.102 -3.013
S -0.730 1.655 -2.269
S -0.514 -1.838 -2.955
S -2.828 0.181 -4.834
C 4.032 -0.089 -3.658
Sb 2.067 0.398 -2.863
C 1.261 0.495 -4.878
C 2.558 2.520 -2.855
H 4.315 0.596 -4.443
H 4.056 -1.097 -4.049
H 4.768 -0.017 -2.871
H 1.994 0.957 -5.542
H 0.337 1.079 -4.875
H 1.033 -0.512 -5.222
H 2.800 2.835 -3.868
H 3.422 2.681 -2.217
H 1.720 3.102 -2.483
C -2.927 -4.002 0.059
C -3.580 -3.186 1.180
C -2.480 -2.188 1.591
O -1.390 -2.364 0.682
C -1.442 -3.729 0.276
H -3.229 -3.612 -0.912
H -3.168 -5.060 0.110
H -3.859 -3.820 2.024
H -4.464 -2.663 0.821
H -2.123 -2.381 2.613
H -2.812 -1.150 1.519
H -1.034 -4.360 1.079
H -0.844 -3.843 -0.630
*
```

***

Entry 7:
A molecular structure, C22H35BaNO2P2S2 in a non-equilibrium geometry, computed with wB97M-V/def2-TZVPD.

- energy (eV) = -69906.363
- frontier orbital gap (Ha) = 0.20702
- highest occupied orbital energy (eV) = -6.044
- maximum force (Eh/bohr) = 0.0430

Structure (ORCA input):
```
! RIJCOSX wB97M-V def2-TZVPD def2/J DEFGRID3
* xyz 0 1
P 0.145 -1.490 0.106
P -0.089 1.564 0.084
C -0.144 -0.681 -1.581
C 0.298 0.773 -1.564
H -1.224 -0.739 -1.788
H 0.410 -1.239 -2.355
H 1.376 0.895 -1.721
H -0.203 1.341 -2.356
C -1.698 2.293 -0.369
H -2.041 2.942 0.440
H -2.435 1.496 -0.497
H -1.603 2.872 -1.297
C 0.962 3.048 -0.045
H 0.772 3.568 -0.996
H 2.019 2.756 0.017
H 0.733 3.717 0.795
C -0.900 -2.972 -0.121
H -0.696 -3.659 0.708
H -0.688 -3.468 -1.075
H -1.953 -2.667 -0.078
C 1.808 -2.189 -0.281
H 2.556 -1.382 -0.295
H 1.775 -2.687 -1.260
H 2.063 -2.919 0.499
Ba 1.754 0.369 2.925
C 0.567 1.637 -5.193
C -0.750 1.679 -4.963
C -1.811 0.932 -5.715
C -1.405 -0.448 -6.299
C -0.714 -1.360 -5.325
C 0.596 -1.419 -5.057
C 1.677 -0.617 -5.716
C 1.279 0.798 -6.215
C 0.245 -1.872 3.540
H 1.231 2.313 -4.639
H -1.144 2.407 -4.243
H -2.192 1.548 -6.547
H -2.666 0.776 -5.041
H -2.344 -0.944 -6.594
H -0.831 -0.304 -7.222
H -1.391 -2.079 -4.846
H 0.965 -2.199 -4.381
H 2.089 -1.171 -6.575
H 2.507 -0.506 -5.002
H 2.221 1.315 -6.459
H 0.718 0.713 -7.152
H 0.711 -1.914 4.551
H 0.448 -2.799 2.975
H -0.840 -1.681 3.639
O 2.780 1.872 7.220
S 2.010 0.956 6.424
O 2.686 -0.210 5.841
N 1.185 1.667 5.167
C -0.159 1.408 5.164
S -1.082 1.478 3.754
C -0.607 0.825 6.410
C -1.854 0.242 6.693
C -1.953 -0.702 7.720
C -0.838 -1.007 8.523
C 0.403 -0.407 8.258
C 0.506 0.462 7.185
H -2.718 0.546 6.096
H -2.909 -1.195 7.920
H -0.915 -1.715 9.355
H 1.300 -0.569 8.857
*
```